[1]
Density functional theory data (ωB97M-V with the def2-TZVPD basis set) for C6H12 in the gas phase.

Geometry (Å):
C (-2.107, -0.884, 1.226)
C (-0.841, -1.468, 0.677)
C (0.525, -0.733, 0.933)
C (0.560, 0.669, 0.038)
C (1.169, 0.726, -1.129)
C (1.430, 1.940, -1.932)
H (-2.152, 0.211, 1.384)
H (-2.923, -1.227, 0.675)
H (-2.158, -1.309, 2.237)
H (-0.776, -2.516, 0.971)
H (-0.928, -1.457, -0.442)
H (0.708, -0.446, 1.994)
H (1.340, -1.349, 0.692)
H (0.009, 1.423, 0.637)
H (1.645, -0.196, -1.447)
H (0.927, 2.827, -1.543)
H (2.529, 2.112, -2.082)
H (1.045, 1.678, -2.889)

Values from the calculation:
**Net charge**: 0
**Electronic energy**: -6415.268 eV
**E_LUMO**: 1.261 eV
**SMILES**: C/C=C/CCC
**Energy relative to the best compared isomer or geometry (same formula, charge and spin)**: 38.56 kcal/mol


[2]
Density functional theory data (ωB97M-V with the def2-TZVPD basis set) for 3 unconnected molecules or ions with the total composition C2H12N2O2.

Geometry (Å):
C (-0.459, 0.061, -2.190)
N (-0.088, -0.763, -1.019)
C (0.687, -0.043, 0.086)
N (0.015, 0.790, 1.034)
H (-0.020, -0.377, -3.112)
H (-0.200, 1.151, -2.016)
H (-1.602, 0.106, -2.419)
H (0.595, -1.381, -1.442)
H (1.146, -0.901, 0.702)
H (1.389, 0.541, -0.470)
H (-0.917, 0.379, 1.188)
H (-0.221, 1.741, 0.548)
H (2.253, 1.467, 3.203)
H (2.268, 1.716, 1.746)
O (2.708, 1.175, 2.410)
H (-3.057, -2.247, 0.197)
H (-1.886, -1.489, 0.525)
O (-2.608, -1.926, 1.030)

Values from the calculation:
**Net charge**: 0
**Electronic energy**: -9342.660 eV
**E_LUMO**: 0.694 eV
**SMILES**: CNCN.O.O
**Energy relative to the best compared isomer or geometry (same formula, charge and spin)**: 35.57 kcal/mol


[3]
Density functional theory data (ωB97M-V with the def2-TZVPD basis set) for a gas-phase ion, C2H5N4O (charge +1).

Geometry (Å):
C (1.365, 0.002, 0.985)
C (-1.358, -0.491, 0.113)
N (-1.141, 1.909, -0.339)
N (-1.510, 0.724, -0.339)
N (0.000, -0.728, -0.667)
N (1.206, -0.544, -0.145)
O (-1.835, -1.400, 0.599)
H (2.280, 0.070, 1.382)
H (-1.587, 2.286, -1.138)
H (0.714, 0.089, 1.736)
H (-0.113, -1.159, -1.529)
H (1.980, -0.758, -0.658)

Values from the calculation:
**Net charge**: +1
**Electronic energy**: -10148.267 eV
**E_LUMO (alpha / beta)**: -4.737 / -7.120 eV
**Energy relative to the best compared isomer or geometry (same formula, charge and spin)**: 42.24 kcal/mol
**Spin multiplicity**: 3